1.
Molecular formula: C22H20N4O2S
Method: DFT, ωB97M-V with the def2-TZVPD basis set

```
49
Properties=species:S:1:pos:R:3:forces:R:3:mulliken_charge:R:1
C 3.981 -1.480 -2.918 -0.89 0.32 0.08 -0.7903
O 3.872 -1.108 -1.543 0.40 -0.93 -0.24 -0.2625
C 4.209 -2.194 -0.669 -0.37 0.76 0.34 -0.4808
C 4.009 -1.687 0.764 -0.65 0.35 -0.96 -0.9125
N 2.569 -1.509 0.955 -0.72 1.26 0.40 0.2633
C 1.741 -0.486 0.452 0.35 -1.32 0.34 -0.8333
C 0.428 -0.742 0.796 -0.04 -0.12 0.27 0.3189
C -0.686 0.104 0.352 0.73 0.78 -1.37 0.4892
N -0.442 1.133 -0.458 -1.26 -0.40 0.96 -0.4585
C -1.631 1.826 -0.752 0.46 -0.57 0.40 0.2994
C -1.585 3.034 -1.579 1.20 -0.11 0.48 0.2699
C -0.389 3.464 -2.188 -3.10 -0.67 0.76 -0.6440
N -0.733 4.608 -2.847 0.15 1.35 -0.88 -0.0272
C -2.078 4.987 -2.655 1.29 -0.45 0.53 -0.1866
N -2.673 6.077 -3.092 0.48 0.55 -0.71 -0.6296
C -3.934 6.269 -2.734 0.16 0.25 -0.37 -0.2989
C -4.624 5.396 -1.914 0.17 -0.87 0.53 -0.6089
C -3.973 4.251 -1.446 -0.06 0.35 -0.04 -0.3154
C -2.635 4.031 -1.808 0.18 -1.12 0.00 0.6520
C -2.748 1.285 -0.202 0.86 -1.01 0.25 -0.5957
S -2.372 -0.191 0.683 0.40 1.26 -0.37 -0.2821
C 0.413 -1.943 1.626 1.12 0.29 0.12 0.7677
C -0.575 -2.632 2.342 0.11 -0.34 0.01 -0.0051
C -0.245 -3.774 3.093 -0.74 0.62 -0.49 0.2678
O -1.166 -4.590 3.743 0.63 -0.04 -0.05 -0.4771
C -2.428 -4.079 4.157 0.60 0.86 -0.43 -0.7134
C 1.087 -4.182 3.127 1.36 0.59 -0.36 -0.7914
C 2.128 -3.476 2.467 -1.07 -0.81 0.16 -0.8181
C 1.782 -2.354 1.710 -0.73 -0.49 0.17 0.0119
H 3.949 -0.557 -3.500 -0.04 -0.10 0.07 0.2391
H 4.898 -1.991 -3.126 0.90 -0.25 0.00 0.3263
H 3.179 -2.156 -3.281 0.06 0.37 0.49 0.3061
H 3.538 -3.037 -0.841 -0.02 -0.16 -0.07 0.3605
H 5.235 -2.512 -0.798 0.45 -0.06 -0.29 0.5011
H 4.524 -0.718 0.863 -0.16 -0.35 0.12 0.3007
H 4.397 -2.401 1.498 -0.15 0.24 -0.16 0.3637
H 2.129 0.323 -0.158 -0.03 -0.32 0.17 0.5494
H 0.569 2.920 -2.188 -0.64 0.78 -0.17 0.4687
H -0.091 5.165 -3.374 0.08 0.21 -0.18 0.1829
H -4.443 7.153 -3.125 0.32 -0.15 0.09 0.3587
H -5.648 5.617 -1.627 0.14 -0.13 -0.05 0.3880
H -4.512 3.590 -0.793 -0.03 -0.23 0.15 0.3042
H -3.732 1.638 -0.321 -0.92 0.10 0.00 0.4194
H -1.580 -2.260 2.251 -0.36 -0.17 0.23 0.2751
H -2.917 -4.814 4.786 0.06 -0.40 -0.24 0.2427
H -3.044 -3.839 3.268 0.09 0.03 0.59 0.2484
H -2.255 -3.208 4.807 -0.26 0.09 -0.42 0.3163
H 1.367 -5.051 3.700 -0.14 -0.18 0.08 0.4207
H 3.137 -3.900 2.496 -0.38 0.34 0.09 0.2192
```
Positions in Å, forces in eV/Å.

Summary:
total energy = -44028.5084 eV
energy above the lowest of the compared OMol25 structures with the same formula, charge and spin = 159.67 kJ/mol
net charge = 0


2.
Molecular formula: C7H10N2
Method: DFT, ωB97M-V with the def2-TZVPD basis set

```
19
Properties=species:S:1:pos:R:3:forces:R:3:mulliken_charge:R:1
C 0.427 -0.792 1.475 -2.57 -0.15 -1.34 -0.6893
C -0.918 -0.602 1.684 0.92 3.32 -0.06 -0.6138
C -1.444 0.306 0.531 1.05 -1.15 -3.16 -0.0112
N -1.937 1.712 0.207 2.14 -0.60 2.64 -0.6276
C -0.407 1.322 0.100 -3.50 -0.10 1.10 -0.2534
C 0.675 0.844 -0.710 3.02 -2.40 -3.04 0.0376
C 0.552 -0.160 -1.973 -2.43 -2.97 0.25 -0.6336
N 0.349 -1.317 -0.884 0.69 -3.56 -3.04 -0.5221
C 0.987 -0.534 0.064 0.26 1.45 2.86 -0.0718
H 1.008 -1.418 2.079 0.85 -0.56 1.25 0.4775
H -1.442 -0.572 2.664 0.46 -0.88 -0.77 0.3631
H -1.625 -0.323 -0.435 -0.10 0.94 2.10 0.2310
H -1.837 2.121 1.196 -0.72 0.18 -1.86 0.3274
H 0.146 1.706 0.910 -0.03 0.73 1.45 0.3363
H 1.659 1.433 -0.785 -1.90 -0.27 0.14 0.3344
H -0.377 -0.255 -2.660 1.34 0.97 1.20 0.2456
H 1.394 -0.430 -2.635 0.16 1.00 0.65 0.2932
H 0.752 -2.453 -0.928 -1.25 4.49 -0.44 0.2751
H 2.040 -0.587 0.098 1.62 -0.44 0.08 0.5015
```
Positions in Å, forces in eV/Å.

Summary:
total energy = -10394.4169 eV
energy above the lowest of the compared OMol25 structures with the same formula, charge and spin = 694.13 kJ/mol
net charge = 0


3.
Molecular formula: C8H10
Method: DFT, ωB97M-V with the def2-TZVPD basis set

```
18
Properties=species:S:1:pos:R:3:forces:R:3:mulliken_charge:R:1
C 1.123 -1.107 -1.285 -2.93 0.91 -1.02 -0.2636
C 0.843 0.302 -1.501 1.30 -1.59 1.43 -0.7465
C -0.430 1.038 -0.913 -0.03 -0.85 -3.22 0.5257
C 0.041 1.528 0.641 -1.03 -0.21 -0.73 -1.0344
C -0.943 0.358 1.081 0.52 1.76 2.72 -0.0109
C -0.540 -1.013 0.674 4.70 0.87 -1.61 -0.3231
C 1.106 -1.223 0.260 0.41 1.01 2.63 -0.5012
C -1.236 -0.108 -0.267 -3.63 -0.47 0.34 -0.4791
H 0.526 -1.947 -1.948 0.95 2.03 2.23 0.2220
H 1.749 0.802 -1.155 -0.31 0.38 0.54 0.2903
H -1.110 1.642 -1.794 1.94 -1.04 3.12 0.2865
H 1.173 1.358 0.870 -2.30 0.81 -0.52 0.1685
H -0.347 2.561 0.951 0.70 -1.53 -0.55 0.3162
H -1.772 0.485 1.809 0.98 0.13 -0.25 0.3158
H -0.918 -1.892 1.138 -0.79 -0.31 -0.06 0.4138
H 1.684 -0.229 0.914 -1.34 -3.52 -2.38 0.0872
H 1.372 -2.201 0.787 0.15 1.20 -1.06 0.4021
H -2.320 -0.355 -0.263 0.71 0.41 -1.62 0.3304
```
Positions in Å, forces in eV/Å.

Summary:
total energy = -8449.0294 eV
energy above the lowest of the compared OMol25 structures with the same formula, charge and spin = 891.53 kJ/mol
net charge = 0


4.
Molecular formula: C31H33N2O
Method: DFT, ωB97M-V with the def2-TZVPD basis set

```
67
Properties=species:S:1:pos:R:3:forces:R:3:mulliken_charge:R:1
C -1.609 1.775 7.375 -0.24 -0.04 -0.12 -0.8184
O -2.404 1.604 6.171 0.99 -0.91 -1.08 -0.4096
C -1.855 0.893 5.149 0.21 0.70 0.47 0.8074
C -2.472 0.993 3.872 0.04 -0.05 0.15 -0.8601
C -1.881 0.420 2.769 -0.25 -0.22 0.19 -0.3543
C -0.683 -0.357 2.868 -0.02 0.15 0.03 0.2850
C -0.092 -0.955 1.723 -0.26 -1.08 1.51 -0.7888
C 1.210 -1.547 1.738 0.84 -0.04 -0.10 1.0672
C 1.462 -2.712 0.960 -0.32 0.24 -0.04 -0.7089
C 2.679 -3.359 1.006 -0.33 -0.09 -0.06 -0.7019
C 3.689 -2.934 1.874 0.05 0.18 -0.14 0.9551
C 4.982 -3.687 1.875 0.26 -0.24 0.11 -1.4877
C 3.478 -1.790 2.658 -0.24 0.11 0.00 -0.8328
C 2.294 -1.068 2.546 -0.35 -0.29 0.17 -0.7124
C -0.171 -0.553 4.192 0.39 0.52 0.20 -0.6707
C -0.676 0.119 5.289 -0.25 0.03 -0.15 -0.6494
H -2.190 2.492 7.955 0.20 -0.14 0.04 0.2528
H -1.508 0.829 7.925 -0.13 0.25 -0.18 0.3455
H -0.614 2.185 7.147 -0.38 -0.09 -0.05 0.3760
H -3.398 1.559 3.804 0.24 -0.06 -0.10 0.4639
H -2.329 0.546 1.787 0.01 0.09 0.10 0.5053
H -0.761 -1.234 0.902 0.30 0.45 0.10 0.8092
H 0.647 -3.128 0.366 0.26 0.15 0.02 0.4649
H 2.865 -4.235 0.382 -0.18 0.21 0.21 0.3936
H 5.556 -3.527 2.793 -0.11 0.00 -0.16 0.3890
H 4.802 -4.766 1.752 0.07 0.37 0.07 0.3885
H 5.611 -3.369 1.028 -0.20 -0.02 0.22 0.3032
H 4.250 -1.485 3.372 -0.26 0.07 -0.42 0.3853
H 2.170 -0.142 3.114 0.08 -0.28 -0.28 0.7569
H 0.654 -1.241 4.366 -0.17 0.15 -0.16 0.7088
H -0.173 0.061 6.256 -0.28 -0.28 -0.38 0.3925
C -2.869 -0.644 -2.556 0.15 0.04 0.05 -1.0425
N -2.223 0.489 -1.928 -0.17 -0.87 0.35 0.3604
C -0.808 0.487 -1.580 -0.18 0.16 0.43 0.8913
H -0.620 -0.063 -0.606 -0.09 0.19 -0.70 -1.7767
C 0.072 -0.142 -2.638 0.40 -0.33 -0.30 0.2670
C 0.067 0.367 -3.947 0.17 -0.25 0.09 -0.4235
C 0.857 -0.225 -4.927 -0.23 0.17 0.27 -0.8914
C 1.661 -1.330 -4.634 0.00 -0.06 0.26 0.9150
C 2.494 -1.933 -5.733 0.03 -0.03 0.00 -1.5350
C 1.671 -1.833 -3.326 0.03 0.03 -0.19 -0.5880
C 0.884 -1.241 -2.333 -0.20 0.28 -0.19 -0.2626
N -0.567 1.903 -1.362 0.62 0.01 0.46 0.3500
C 0.770 2.438 -1.254 -0.11 -0.26 -0.11 -0.9561
C -1.680 2.655 -1.647 -0.66 0.73 -1.18 1.2619
C -2.719 1.768 -2.008 -0.13 1.21 -0.99 1.2142
C -3.884 2.238 -2.624 0.53 -0.27 0.66 -0.9468
C -4.031 3.624 -2.770 0.32 0.43 0.15 -0.7390
C -3.002 4.505 -2.404 -0.50 -0.24 -0.14 -0.6992
C -1.791 4.030 -1.884 -0.05 -0.78 0.45 -0.9514
H -3.937 -0.424 -2.684 0.37 -0.17 0.16 0.3806
H -2.445 -0.877 -3.544 -0.07 0.07 0.14 0.3234
H -2.752 -1.527 -1.919 -0.15 -0.01 -0.12 0.2515
H -0.558 1.222 -4.207 0.08 -0.15 0.16 0.5099
H 0.851 0.174 -5.943 -0.01 -0.09 0.25 0.3977
H 3.041 -2.807 -5.381 0.01 0.01 -0.04 0.3666
H 1.871 -2.232 -6.580 0.04 -0.01 0.13 0.3447
H 3.216 -1.205 -6.115 -0.03 -0.08 0.08 0.3344
H 2.306 -2.699 -3.098 -0.29 0.38 -0.04 0.3422
H 0.889 -1.629 -1.305 0.04 0.18 -0.52 0.0564
H 0.730 3.520 -1.094 0.01 -0.35 0.08 0.3558
H 1.275 1.957 -0.410 0.14 0.16 0.02 0.1934
H 1.363 2.242 -2.159 -0.07 0.07 0.12 0.3256
H -4.630 1.528 -2.982 0.09 0.37 0.06 0.2819
H -4.949 4.027 -3.199 0.27 -0.12 0.09 0.3783
H -3.142 5.574 -2.558 0.07 -0.27 0.03 0.3801
H -0.941 4.679 -1.674 -0.37 0.01 -0.12 0.2748
```
Positions in Å, forces in eV/Å.

Summary:
total energy = -37702.6975 eV
energy above the lowest of the compared OMol25 structures with the same formula, charge and spin = 99.23 kJ/mol
net charge = +1


5.
Molecular formula: C26H35BN4O4S3Tl
Method: DFT, ωB97M-V with the def2-TZVPD basis set

```
74
Properties=species:S:1:pos:R:3:forces:R:3:mulliken_charge:R:1
Tl -0.458 1.292 -0.844 -0.50 0.60 0.06 0.5288
C -0.288 0.691 -4.274 0.22 -0.19 0.42 -1.0493
C -1.391 -0.370 -3.940 -0.01 0.38 0.23 -0.7479
N -1.672 -0.595 -2.506 0.23 -0.02 -0.91 0.1412
C -3.074 -0.808 -2.153 0.66 -0.42 0.78 -0.5901
C -3.945 0.379 -2.484 -0.33 0.63 -0.81 -0.7787
S -3.285 2.059 -2.124 -0.28 -0.02 -0.33 0.0569
C -2.709 2.668 -3.766 -0.28 -0.65 -0.50 -0.5767
C -1.229 3.059 -3.958 -0.47 0.06 0.83 -0.8954
N -0.293 2.013 -3.626 0.58 -0.73 0.26 0.0611
H -0.340 0.791 -5.368 0.23 -0.11 -0.18 0.2967
H 0.664 0.190 -3.977 -0.48 0.64 -0.32 0.4036
H -1.035 -1.294 -4.437 -0.14 0.24 0.16 0.2937
H -2.314 -0.098 -4.452 -0.01 -0.04 0.10 0.3801
H -1.098 -1.365 -2.195 0.05 -0.04 0.30 0.1356
H -3.146 -0.998 -1.063 0.35 0.11 -0.52 0.1822
H -3.476 -1.713 -2.643 -0.18 0.19 -0.03 0.3522
H -4.880 0.302 -1.916 0.15 0.02 -0.29 0.4595
H -4.177 0.354 -3.563 -0.24 0.15 0.43 0.3364
H -3.334 3.546 -3.993 0.25 -0.31 -0.10 0.4852
H -2.948 1.852 -4.482 -0.06 0.69 0.27 0.2217
H -1.010 3.891 -3.255 -0.07 -0.31 -0.56 0.3676
H -1.119 3.418 -4.997 -0.11 0.05 0.08 0.3233
H 0.654 2.401 -3.571 -0.56 -0.50 0.01 0.2717
O -2.405 5.830 -0.223 -0.08 -0.03 -0.30 -0.7541
C -2.594 6.037 1.066 -0.29 0.98 0.34 0.2473
C -3.185 7.268 1.513 0.73 -1.28 0.28 -0.8480
C -3.316 7.470 2.878 0.18 0.34 -0.35 -0.1314
C -2.880 6.550 3.823 0.20 -1.45 -0.58 -0.8478
C -2.372 5.304 3.375 -0.43 1.24 0.04 -0.0303
C -2.206 5.032 2.003 -1.13 3.13 0.74 0.2644
C -1.741 3.822 1.454 0.95 -3.79 0.28 0.2557
O -1.477 3.678 0.204 -0.44 0.93 0.67 -0.5773
N -1.666 2.789 2.331 0.51 1.39 0.20 -0.6588
N -1.510 1.657 1.682 -1.06 -4.53 0.11 0.2138
C -1.290 0.485 2.282 0.33 4.32 -1.20 0.0653
S -1.492 -1.007 1.407 -0.11 0.12 -0.01 -0.1045
C -0.244 -1.919 2.341 0.27 -0.88 -0.54 0.0255
C 0.479 -1.086 3.371 0.92 0.34 0.48 -0.4851
S -0.413 0.427 3.788 -0.36 -0.23 0.85 -0.2089
H -1.964 4.825 -0.258 -0.06 0.51 -0.04 0.3960
H -3.448 8.040 0.800 -0.06 -0.20 -0.05 0.3755
H -3.733 8.403 3.223 -0.11 0.23 0.05 0.3476
H -2.988 6.768 4.882 0.05 -0.17 -0.16 0.3576
H -2.126 4.561 4.111 0.25 -0.29 -0.02 0.4765
H 0.483 -2.288 1.609 -0.09 -0.09 0.17 -0.3211
H -0.710 -2.778 2.824 -0.14 0.01 -0.12 0.4795
H 1.491 -0.812 3.010 -0.55 -0.19 0.20 0.1262
H 0.563 -1.650 4.309 0.23 0.08 -0.29 0.3769
C 5.136 -5.619 0.943 0.27 0.30 -0.33 -1.5448
C 3.657 -5.250 1.208 0.36 -0.03 -0.03 1.9666
C 2.792 -6.170 0.357 -0.50 -0.08 -0.88 -1.9399
C 3.335 -5.461 2.700 -0.21 -0.32 0.54 -1.5316
C 3.460 -3.781 0.801 0.29 0.56 0.54 0.5728
C 4.154 -2.791 1.571 0.34 -1.98 -0.45 -0.4696
C 4.153 -1.452 1.275 -0.69 0.19 -0.97 -1.4688
C 3.317 -1.077 0.217 -1.49 0.17 -0.18 0.7394
O 2.726 0.186 0.033 0.61 -1.25 -0.21 -0.6201
B 1.606 0.026 -0.846 1.75 -0.86 -0.44 -0.0239
O 1.580 -1.374 -1.220 0.64 -0.17 0.09 -0.3094
C 2.605 -2.024 -0.557 -0.38 1.06 1.52 -0.1787
C 2.656 -3.391 -0.275 0.83 0.79 0.33 -0.3275
H 5.332 -6.694 1.096 -0.16 0.29 -0.04 0.4285
H 5.800 -5.054 1.629 -0.27 -0.27 -0.51 0.3273
H 5.379 -5.353 -0.118 -0.01 -0.25 0.91 0.3357
H 2.925 -7.238 0.603 0.02 0.47 0.05 0.3966
H 3.034 -6.042 -0.727 -0.07 -0.17 0.76 0.3388
H 1.721 -5.914 0.453 0.36 -0.20 0.10 0.3941
H 3.278 -6.549 2.943 0.16 0.65 -0.21 0.4210
H 2.348 -5.031 2.962 0.46 -0.12 -0.15 0.2658
H 4.098 -5.012 3.375 -0.51 -0.23 -0.49 0.3183
H 4.781 -3.200 2.373 -0.22 0.50 -0.21 0.2082
H 4.722 -0.739 1.839 -0.05 0.27 0.24 0.4455
H 2.058 -4.067 -0.849 -0.23 -0.29 -0.14 0.5561
```
Positions in Å, forces in eV/Å.

Summary:
total energy = -79556.1313 eV
net charge = -1


6.
Molecular formula: C9H14BF3O11P2S2
Method: DFT, ωB97M-V with the def2-TZVPD basis set

```
42
Properties=species:S:1:pos:R:3:forces:R:3:mulliken_charge:R:1
O 2.857 0.710 -1.075 -0.01 0.33 0.13 -0.5170
C 2.507 -0.141 -1.825 0.03 0.26 0.05 0.6717
O 1.217 -0.350 -2.159 0.29 -0.34 -0.27 -0.2691
C 1.200 -1.352 -3.180 -0.65 -0.09 -0.10 -0.5010
C 2.505 -2.058 -2.940 0.36 -0.01 -0.48 0.9831
F 3.040 -2.534 -4.096 0.01 0.03 0.17 -0.3133
O 3.334 -1.019 -2.441 -0.31 -0.14 0.25 -0.3497
H 1.158 -0.875 -4.161 0.19 -0.05 0.00 0.2937
H 0.340 -2.008 -3.069 -0.03 0.14 0.22 0.3031
H 2.447 -2.860 -2.207 0.12 0.04 -0.20 -0.2715
O 2.612 -4.095 3.050 -0.03 0.14 0.17 -0.4854
C 2.427 -4.603 2.002 -0.07 -0.01 0.50 0.5537
O 2.297 -5.940 1.807 0.01 0.15 -0.35 -0.3205
C 1.946 -6.143 0.437 -0.06 -0.58 0.01 -0.4344
C 2.464 -4.887 -0.208 -0.31 0.33 0.02 0.3314
F 1.694 -4.507 -1.271 0.06 -0.16 0.19 -0.3413
O 2.323 -3.928 0.823 0.30 -0.31 -0.34 -0.2020
H 0.862 -6.233 0.347 0.02 0.17 -0.10 0.2825
H 2.411 -7.044 0.042 0.09 0.01 0.21 0.2859
H 3.510 -4.938 -0.518 -0.09 0.08 -0.18 0.2864
O -7.257 5.330 0.082 -0.20 0.07 -0.03 -0.4903
C -6.085 5.189 0.036 -0.36 -0.05 -0.15 0.6537
O -5.465 4.038 -0.327 0.22 0.23 0.14 -0.3117
C -4.062 4.311 -0.389 0.22 -0.63 -0.18 -0.1424
C -3.930 5.502 0.517 0.10 0.47 -0.28 0.3536
F -2.937 6.335 0.114 -0.10 -0.03 0.11 -0.2757
O -5.179 6.155 0.349 0.21 -0.34 0.29 -0.3234
H -3.784 4.541 -1.419 0.05 0.20 0.09 0.2422
H -3.480 3.457 -0.049 -0.19 -0.06 0.02 0.0216
H -3.787 5.254 1.571 0.10 0.12 -0.02 0.2723
O -0.243 1.640 -0.785 -1.12 -0.23 2.39 -0.5121
P -0.701 0.937 0.667 0.01 0.70 -1.87 0.5798
O -1.751 2.013 1.381 1.56 -0.45 -1.08 -0.4634
S -1.457 -0.826 0.365 0.08 0.48 0.62 -0.3700
B 0.905 0.724 1.691 -0.33 0.10 -0.05 0.4015
P 1.291 1.569 3.358 1.19 -0.18 0.40 0.0153
S 3.093 2.346 3.129 -0.50 0.01 -0.29 -0.3718
H 0.721 1.683 -0.767 0.42 0.08 -0.30 0.3144
H -2.419 1.499 1.829 -0.56 -0.35 0.21 0.3113
H 1.731 0.022 1.215 -0.07 0.01 0.19 -0.0532
H 0.335 2.549 3.724 -0.13 -0.59 0.05 0.0759
H 1.312 0.539 4.349 -0.55 0.46 -0.15 0.0859
```
Positions in Å, forces in eV/Å.

Summary:
total energy = -81160.4096 eV
net charge = 0